1.
The following is a DFT calculation (the ωB97M-V functional and the def2-TZVPD basis) of 11 unconnected molecules or ions with the total composition C57H58F8O3.

Geometry as ORCA input:
```
! RIJCOSX wB97M-V def2-TZVPD def2/J DEFGRID3
* xyz 0 1
F -1.80708 2.28996 -4.79080
C -0.68260 2.78081 -4.26552
C 0.21548 3.44877 -5.11410
C 1.37552 3.95727 -4.60421
C 1.71024 3.73714 -3.26779
C 0.74937 3.11344 -2.44180
C -0.46271 2.65918 -2.93043
H -0.08980 3.71215 -6.11179
H 2.12181 4.36271 -5.22885
H 2.59183 4.08105 -2.74824
H 0.94139 2.94814 -1.36699
H -1.32938 2.15073 -2.41308
F 3.06366 8.80405 1.67299
C 2.92511 7.45661 1.37907
C 2.08367 7.09500 0.37103
C 1.96352 5.74594 0.09678
C 2.65163 4.81546 0.84267
C 3.45191 5.24698 1.93189
C 3.63195 6.61041 2.19955
H 1.58153 7.89902 -0.07416
H 1.35294 5.31951 -0.67974
H 2.56103 3.76017 0.61074
H 4.03719 4.52265 2.50683
H 4.17137 6.95917 3.06503
F -0.27894 -6.43862 2.07401
C -1.13614 -6.27064 1.09103
C -1.20313 -5.08295 0.34860
C -2.14237 -4.91176 -0.62082
C -3.04089 -5.86899 -0.98793
C -2.90779 -7.10340 -0.24604
C -1.97932 -7.34535 0.74862
H -0.66800 -4.14807 0.56373
H -2.14990 -4.05472 -1.21381
H -3.96080 -5.84104 -1.63537
H -3.50332 -7.98512 -0.47328
H -1.90629 -8.37050 1.19244
F 0.69369 -3.04710 3.01312
C 1.36388 -1.89648 3.31227
C 0.73847 -1.10115 4.24947
C 1.42140 -0.00413 4.57775
C 2.72863 0.26248 4.14866
C 3.35266 -0.63011 3.23504
C 2.64976 -1.82013 2.87618
H -0.28655 -1.28940 4.58388
H 1.02988 0.81622 5.20923
H 3.16690 1.19068 4.34690
H 4.35105 -0.44633 2.81929
H 2.98106 -2.51474 2.07226
F -4.76103 -2.47814 -0.84906
C -4.69369 -1.38983 -1.67876
C -4.29424 -0.19750 -1.16571
C -4.26910 0.86903 -2.05911
C -4.65972 0.74854 -3.38626
C -4.96669 -0.54556 -3.88642
C -5.05217 -1.61902 -3.06339
H -4.07204 -0.12692 -0.07791
H -4.10872 1.88849 -1.72505
H -4.67199 1.57559 -4.06219
H -5.08632 -0.66198 -4.95877
H -5.23749 -2.60924 -3.43519
F 3.40995 -2.31129 -2.50330
C 2.60942 -3.34562 -2.18039
C 2.00599 -4.04461 -3.14884
C 1.28405 -5.18789 -2.85193
C 1.20924 -5.59125 -1.52884
C 1.76159 -4.79471 -0.53596
C 2.60114 -3.69484 -0.84500
H 2.10774 -3.77056 -4.17471
H 0.86340 -5.79051 -3.62756
H 0.67335 -6.47603 -1.31302
H 1.79281 -5.19906 0.44618
H 3.10759 -3.21888 -0.04964
F 6.01455 1.32838 2.56890
C 5.60654 1.12776 1.29848
C 4.79761 2.07358 0.69058
C 4.25285 1.78870 -0.54578
C 4.54722 0.58184 -1.23243
C 5.39552 -0.37326 -0.64814
C 5.89582 -0.05433 0.70354
H 4.48388 2.99642 1.13868
H 3.53892 2.52956 -0.99453
H 4.11385 0.40325 -2.17115
H 5.60436 -1.31098 -1.08711
H 6.50678 -0.85987 1.07060
F -3.35442 3.33282 4.38959
C -2.33507 4.18068 4.00417
C -2.13869 4.44275 2.70115
C -1.15483 5.39108 2.31431
C -0.32336 5.93221 3.27377
C -0.45948 5.58036 4.58095
C -1.47325 4.70460 4.99032
H -2.79915 4.06402 1.95816
H -0.98533 5.78688 1.33324
H 0.37813 6.73900 2.93814
H 0.12474 6.00971 5.33237
H -1.61903 4.39631 6.03358
C -1.49303 -1.01497 -6.00653
C -0.51180 -1.42376 -4.90860
O 0.60520 -1.88161 -5.16688
C -0.83247 -1.34077 -3.43635
H -2.53466 -1.16396 -5.71054
H -1.28183 -1.56104 -6.90125
H -1.36645 0.10731 -6.19448
H -0.71232 -2.36046 -2.95863
H -1.84830 -1.01410 -3.14808
H -0.04600 -0.66744 -3.02844
C -2.40969 -3.63350 3.95569
C -3.44406 -2.74489 3.30498
O -3.27564 -1.55869 3.22057
C -4.62003 -3.45825 2.65433
H -2.14047 -4.47049 3.32502
H -2.92097 -4.05560 4.82770
H -1.53027 -3.04639 4.34187
H -4.68468 -4.39975 3.09359
H -4.25326 -3.59665 1.59334
H -5.55439 -2.83939 2.69257
C 0.09912 1.35062 1.39948
C -0.83796 0.71020 0.40253
O -1.43348 1.37929 -0.41342
C -0.99837 -0.79705 0.45794
H 0.13848 2.35186 1.14774
H 1.10038 0.85267 1.43204
H -0.35527 1.25799 2.39834
H -1.61804 -1.13992 -0.31679
H -1.51571 -0.93995 1.42800
H -0.01879 -1.29595 0.60936
*
```

Results
electronic energy = -3231.3353 Ha
molecular weight = 943.072 g mol⁻¹
energy relative to the best compared isomer or geometry (same formula, charge and spin) = 2.659 eV
HOMO = -9.001 eV
Kohn-Sham gap = 9.61 eV

=====

2.
The following is a DFT calculation (the ωB97M-V functional and the def2-TZVPD basis) of C5H10O2 in the gas phase.

Geometry as ORCA input:
```
! RIJCOSX wB97M-V def2-TZVPD def2/J DEFGRID3
* xyz 0 1
C -2.36728 -1.73079 -0.11246
O -1.37619 -0.81929 -0.59961
C -0.43207 -0.36877 0.39713
C 0.58664 0.75576 -0.22804
C 1.26045 2.08692 0.38964
C 1.79715 0.04867 -0.86415
O 2.84365 0.60340 -1.09175
H -1.96182 -2.69055 0.25731
H -3.06149 -1.98468 -0.92807
H -2.97793 -1.29982 0.69806
H 0.09815 -1.28341 0.72664
H -1.01854 -0.01428 1.25921
H -0.04471 1.15754 -1.03557
H 1.85810 2.54883 -0.41497
H 0.57785 2.88000 0.71032
H 2.02474 1.95295 1.17110
H 1.71136 -1.03863 -1.07771
*
```

Results
electronic energy = -346.9247 Ha
molecular weight = 102.133 g mol⁻¹
energy relative to the best compared isomer or geometry (same formula, charge and spin) = 2.740 eV
HOMO = -9.783 eV
Kohn-Sham gap = 10.62 eV

=====

3.
The following is a DFT calculation (the ωB97M-V functional and the def2-TZVPD basis) of a molecular structure, C14H17CaF3N2.

Geometry as ORCA input:
```
! RIJCOSX wB97M-V def2-TZVPD def2/J DEFGRID3
* xyz 0 1
C -0.36345 0.92404 3.83646
C -0.34510 -0.69128 3.83297
H 0.77033 1.00611 3.77263
H -0.80760 0.84591 4.86306
H -0.76334 1.85166 3.33769
H -0.06441 -1.54771 3.07377
H 0.59469 -0.51123 4.42250
H -1.24849 -0.96203 4.45524
C 0.36694 2.68456 -0.62639
C 0.63194 3.50213 -1.75239
C 0.85616 2.91667 -2.99867
C 0.85429 1.51177 -3.08303
H 0.32558 3.10767 0.36971
H 0.64369 4.56880 -1.59599
H 1.06731 3.55868 -3.84837
H 1.14215 0.99263 -3.99911
N 0.17039 1.34592 -0.79076
C 0.47877 0.73109 -1.96482
C 0.38711 -0.78048 -1.97428
N 0.12663 -1.37959 -0.77218
C 0.00073 -2.72432 -0.67304
C 0.25849 -2.98038 -3.07143
C 0.00691 -3.53164 -1.81274
H -0.12072 -3.17009 0.32358
H -0.23010 -4.58829 -1.68593
C 0.50630 -1.59252 -3.13087
H 0.75613 -1.11223 -4.06899
H 0.25731 -3.63227 -3.95708
Ca -0.85619 0.04141 0.91675
C -3.29842 0.05851 0.68869
H -3.73772 -0.94622 0.54776
H -3.57990 0.64361 -0.20859
H -3.81852 0.51838 1.54717
F 2.49044 0.15056 2.70391
C 1.82258 -0.10093 1.52379
F 2.17851 -1.39032 1.15451
F 2.54055 0.68140 0.64443
*
```

Results
electronic energy = -1630.2763 Ha
molecular weight = 310.376 g mol⁻¹
HOMO = -6.897 eV
Kohn-Sham gap = 6.18 eV

=====

What are the max |F| values for these records? In order: 4.28; 0.74; 2.68 eV/Å.